68
Properties=species:S:1:pos:R:3:forces:R:3 method="wB97M-V/def2-TZVPD" e_tot_ev=-221412.0887 spin_multiplicity=1 homo_ha=-0.351 largest_force_ev_per_a=0.6 homo_lumo_gap_ev=9.82
O 3.759 0.296 -1.130 0.231 0.095 0.220
C 3.724 -0.291 -0.084 -0.217 -0.091 -0.006
O 3.109 0.214 1.024 0.569 -0.082 0.163
C 4.286 -1.671 0.169 -0.068 0.100 -0.039
C 3.193 -2.713 0.480 0.254 -0.202 -0.018
Si 1.843 -2.854 -0.795 0.201 0.071 0.112
I 2.558 -4.480 -2.481 -0.061 0.001 -0.006
O 0.460 -3.360 -0.060 -0.045 0.121 -0.388
Si -1.019 -3.472 -0.805 -0.118 -0.076 0.158
C -2.329 -2.738 0.302 0.213 -0.049 0.031
C -2.174 -1.248 0.625 -0.349 -0.016 0.253
C -2.425 -0.267 -0.508 0.107 -0.088 0.005
F -1.365 -0.296 -1.374 0.128 -0.041 -0.030
Br -4.027 -0.665 -1.515 -0.020 -0.005 -0.046
C -2.526 1.179 0.036 -0.157 -0.010 -0.356
F -1.548 1.380 0.927 0.267 0.061 0.149
F -3.690 1.340 0.681 -0.002 -0.201 0.257
Br -2.402 2.504 -1.350 -0.035 0.072 0.035
P -1.695 -5.603 -1.108 -0.420 0.040 -0.088
O -3.118 -5.482 -1.491 0.161 -0.029 0.033
O -1.455 -6.446 0.238 0.030 0.140 -0.139
O -0.763 -6.444 -2.098 0.056 0.097 0.127
H 3.152 1.180 0.978 -0.404 0.006 -0.261
H 4.867 -1.943 -0.712 -0.127 -0.043 -0.001
H 4.973 -1.612 1.017 -0.030 0.037 -0.041
H 2.763 -2.548 1.471 -0.074 0.112 -0.097
H 3.677 -3.694 0.509 -0.063 0.034 0.123
H 1.598 -1.612 -1.546 -0.073 0.025 0.046
H -0.993 -2.801 -2.121 0.099 -0.148 -0.063
H -2.277 -3.278 1.254 -0.005 -0.017 -0.065
H -3.298 -2.978 -0.140 -0.002 0.105 0.065
H -2.866 -0.985 1.431 0.037 0.010 -0.048
H -1.167 -1.034 0.994 -0.035 -0.007 -0.028
H -2.297 -6.490 0.712 0.036 -0.123 0.039
H -0.802 -6.100 -3.000 0.031 -0.061 0.007
N 7.624 -1.156 3.470 -0.035 0.017 -0.011
C 7.671 0.174 3.458 0.008 -0.012 -0.013
C 6.985 0.975 4.359 -0.013 -0.009 0.013
C 6.203 0.363 5.325 0.006 -0.005 -0.012
C 6.144 -1.022 5.350 -0.005 0.020 0.002
C 6.871 -1.731 4.405 0.013 -0.022 -0.033
H 8.292 0.621 2.688 -0.003 0.011 0.006
H 7.065 2.052 4.301 0.004 -0.001 -0.005
H 5.652 0.952 6.046 0.000 0.001 0.000
H 5.548 -1.545 6.085 0.006 -0.006 0.001
H 6.851 -2.815 4.395 -0.015 0.002 0.022
N -0.601 4.024 -5.468 -0.008 -0.010 -0.010
C -0.153 3.415 -6.563 -0.007 0.006 0.014
C 0.279 2.097 -6.585 -0.001 -0.008 0.012
C 0.247 1.372 -5.405 -0.002 0.001 -0.008
C -0.219 1.991 -4.257 0.005 -0.007 0.015
C -0.631 3.313 -4.343 0.051 0.045 -0.096
H -0.138 4.013 -7.468 0.003 -0.012 -0.006
H 0.634 1.654 -7.506 0.001 0.007 -0.003
H 0.579 0.342 -5.379 0.005 0.001 0.002
H -0.263 1.464 -3.314 -0.011 0.011 0.001
H -0.996 3.842 -3.470 0.024 -0.027 0.021
N -5.884 4.777 0.379 -0.014 0.000 0.018
C -5.788 3.654 1.091 -0.049 0.199 -0.047
C -6.451 3.455 2.294 0.003 -0.029 0.006
C -7.254 4.471 2.785 -0.004 0.002 -0.007
C -7.362 5.642 2.054 0.000 -0.010 0.008
C -6.660 5.744 0.861 0.010 -0.010 -0.006
H -5.145 2.893 0.676 -0.089 -0.001 0.017
H -6.338 2.521 2.829 0.008 0.000 -0.003
H -7.787 4.352 3.720 0.000 -0.001 0.000
H -7.977 6.464 2.396 0.001 0.004 -0.007
H -6.723 6.646 0.262 -0.006 0.005 0.010



74
Properties=species:S:1:pos:R:3:forces:R:3 method="wB97M-V/def2-TZVPD" e_tot_ev=-217056.7644 total_charge=-1 spin_multiplicity=1 homo_ha=-0.093 largest_force_ev_per_a=8.8 homo_lumo_gap_ev=1.25
C 4.482 -1.272 1.344 0.398 -0.406 -0.294
C 5.420 0.077 1.224 -0.275 -0.610 -0.010
O 4.541 1.266 1.361 -0.161 -1.527 -2.175
C 3.580 1.211 0.225 -0.154 0.830 -0.566
C 3.246 2.785 -0.208 1.297 -1.903 0.646
O 1.992 2.756 -0.983 0.481 2.361 2.541
C 1.061 3.617 -0.231 -0.953 -0.115 -0.433
C 0.457 2.802 1.091 0.437 1.987 -0.525
O -0.890 2.345 0.696 0.887 -2.785 0.560
C -0.944 0.852 0.635 1.354 0.155 0.102
N -2.385 0.480 0.366 0.300 1.693 4.840
C -3.267 0.788 1.576 -3.004 -2.849 -6.600
C -2.911 1.385 3.059 -0.599 0.408 0.028
C -2.313 0.249 4.079 0.391 -0.756 -0.156
C -1.009 0.728 4.957 0.332 -1.435 -0.914
F 0.229 0.607 4.114 -3.261 0.458 2.267
Br -1.182 2.607 5.702 0.141 -1.706 -1.057
C -0.806 -0.264 6.266 0.104 -0.220 0.950
F -1.962 -0.044 7.181 3.010 -1.351 -2.945
F -0.608 -1.691 5.910 -1.255 4.509 1.070
Br 0.824 0.369 7.312 -1.550 -1.068 -1.023
N -4.626 0.388 1.047 4.568 -0.210 -2.059
C -4.441 -0.127 -0.374 4.314 1.863 3.023
N -5.465 -0.588 -1.154 -0.353 -0.284 -0.644
C -5.405 -1.156 -2.542 0.634 -1.816 -0.649
O -5.004 -0.131 -3.563 0.131 -2.692 1.951
N -5.539 1.058 -3.233 3.326 3.875 -2.249
O -4.789 1.903 -3.749 -3.354 -2.139 1.861
S -7.061 -0.476 -0.363 -7.493 4.582 -0.388
O -7.406 1.040 -0.091 2.439 -5.733 -0.392
O -8.220 -1.022 -1.221 4.914 0.517 2.280
F -7.069 -1.407 1.110 0.312 0.894 -1.568
N -3.001 -0.049 -0.772 -4.106 -0.012 2.876
C -2.202 -0.347 -1.998 2.564 0.626 -0.841
C -1.797 1.104 -2.716 0.726 -0.026 -0.370
O -0.336 1.406 -2.547 -1.651 -2.223 -0.250
H 3.551 -1.076 2.039 2.053 -0.312 -1.129
H 4.051 -1.598 0.294 0.977 0.730 2.028
H 5.134 -2.171 1.758 -1.468 1.880 -0.813
H 6.255 0.130 2.049 -1.870 -0.027 -1.467
H 5.946 0.123 0.174 -0.981 -0.214 1.966
H 2.596 0.611 0.518 1.992 1.372 -0.572
H 4.034 0.673 -0.723 -0.897 0.925 1.963
H 3.195 3.428 0.769 -0.100 -1.175 -1.821
H 4.164 3.165 -0.832 -1.983 -0.629 0.952
H 1.529 4.659 0.088 -0.650 -2.269 -0.550
H 0.169 3.885 -0.967 1.751 -0.848 1.690
H 0.307 3.623 1.928 0.190 -1.841 -1.442
H 1.166 1.954 1.478 -1.424 1.581 -0.869
H -0.664 0.381 1.690 -0.692 1.099 -2.105
H -0.166 0.429 -0.128 -1.734 0.878 1.091
H -3.927 1.773 3.547 2.121 -0.874 -1.541
H -2.196 2.322 2.959 -1.402 -2.170 -0.055
H -1.974 -0.672 3.432 -0.418 1.707 1.453
H -3.130 -0.163 4.839 1.746 1.158 -1.671
H -4.602 -2.040 -2.516 -1.516 2.244 -0.491
H -6.387 -1.638 -2.951 1.435 1.182 1.651
H -1.156 -0.794 -1.634 -2.397 0.742 -0.678
H -2.637 -1.131 -2.742 0.309 1.676 1.801
H -2.390 1.962 -2.179 1.240 -1.643 -1.129
H -2.016 1.097 -3.865 0.084 -0.124 2.259
H 0.189 0.571 -2.794 -0.917 1.742 0.319
C 4.951 -2.325 -2.914 2.684 -0.108 -0.377
C 3.618 -2.424 -2.769 -2.546 -0.261 0.220
C 3.066 -3.791 -3.163 0.576 -1.980 -0.833
O 1.883 -4.126 -3.041 0.082 0.761 0.208
C 4.005 -4.790 -3.737 -3.415 0.266 0.592
C 5.337 -4.686 -3.894 3.580 -0.298 -0.684
C 5.904 -3.358 -3.401 0.133 1.804 0.761
O 7.106 -3.078 -3.381 -0.685 -0.692 -0.255
O 6.138 -5.540 -4.384 -1.095 0.805 0.520
O 2.807 -1.541 -2.353 0.313 -0.001 0.071
H 5.437 -1.393 -2.650 0.038 0.092 0.036
H 3.513 -5.703 -4.051 -0.008 -0.069 0.017



69
Properties=species:S:1:pos:R:3:forces:R:3 method="wB97M-V/def2-TZVPD" e_tot_ev=-136929.3715 total_charge=-1 spin_multiplicity=1 e_above_lowest_ev=1.985 homo_ha="-0.151 / -0.151" largest_force_ev_per_a=2.3 homo_lumo_gap_ev="4.59 / 4.59"
Pt -0.524 -0.326 0.778 -0.490 1.899 -0.985
Br 6.267 1.441 1.358 -0.008 -0.063 0.038
C 4.388 1.624 1.593 0.098 -0.031 -0.057
C 3.883 1.942 2.839 0.033 -0.020 0.047
C 2.517 2.130 2.978 -0.154 -0.075 -0.005
C 1.657 1.966 1.898 -0.274 -0.214 -0.170
C 2.189 1.628 0.654 0.149 0.277 0.119
C 3.561 1.472 0.495 -0.075 -0.051 -0.001
C 0.181 2.277 2.111 -0.323 -0.087 0.007
O -0.083 3.396 2.528 0.084 -0.023 0.078
O -0.759 1.388 1.907 0.790 -0.184 -0.170
H 4.547 2.044 3.686 0.002 0.039 0.006
H 2.103 2.414 3.936 0.015 0.007 0.020
H 1.555 1.586 -0.215 -0.227 -0.193 -0.056
H 3.980 1.244 -0.476 -0.013 0.021 0.007
C -2.717 -3.069 1.175 -0.104 0.260 0.013
C -3.426 -1.707 1.158 -0.260 0.305 -0.564
C -3.464 -1.134 2.584 -0.005 -0.194 -0.305
O -2.864 -0.829 0.239 -0.465 -0.314 0.130
H -3.281 -3.797 1.764 0.020 -0.071 0.026
H -1.727 -2.945 1.618 0.096 -0.100 0.022
H -2.591 -3.441 0.158 -0.010 -0.016 -0.032
H -4.476 -1.875 0.833 -0.022 -0.216 0.258
H -2.456 -0.807 2.855 -0.011 0.025 0.097
H -3.798 -1.896 3.292 -0.024 0.028 0.119
H -4.139 -0.280 2.645 0.023 0.050 0.014
O 5.825 -3.655 -1.728 -0.127 0.088 0.104
N 5.387 -3.300 -0.645 0.453 -0.201 -0.085
O 6.049 -3.254 0.376 -0.086 0.069 -0.027
C 3.990 -2.933 -0.570 -0.424 0.100 0.335
C 3.467 -2.477 0.622 -0.012 0.047 0.184
C 2.120 -2.163 0.735 0.602 -0.409 -1.402
C 1.219 -2.305 -0.391 -0.973 0.386 0.189
O -0.002 -1.968 -0.383 0.643 -0.191 -0.289
C 1.831 -2.822 -1.588 0.762 -0.159 0.503
C 3.176 -3.099 -1.682 -0.491 0.038 -0.149
N 1.037 -3.054 -2.774 -0.403 -0.131 -0.774
O -0.140 -3.326 -2.658 0.200 -0.060 0.194
O 1.612 -2.994 -3.854 0.073 0.070 0.175
N 1.689 -1.689 1.983 -0.659 0.781 2.085
O 2.495 -1.496 2.874 -0.339 -0.356 -0.660
O 0.454 -1.499 2.226 1.186 -0.300 -0.053
H 4.101 -2.371 1.489 0.075 0.039 -0.028
H 3.589 -3.455 -2.613 -0.014 0.016 -0.028
C -3.106 3.465 1.014 0.093 -0.102 -0.280
C -3.554 2.090 0.554 -0.015 0.064 0.290
O -2.944 1.706 -0.691 0.423 0.014 0.148
P -1.593 0.881 -0.844 0.370 -0.501 0.591
O -0.525 2.022 -1.238 0.097 0.000 0.264
C -0.776 3.186 -2.024 -0.037 0.105 0.027
C 0.274 4.216 -1.657 -0.105 -0.143 -0.039
O -1.780 0.238 -2.277 0.149 -0.136 0.084
C -2.399 -1.028 -2.565 -0.246 -0.286 -0.216
C -2.244 -1.276 -4.053 0.068 0.195 0.186
H -3.721 3.776 1.860 -0.033 0.031 -0.010
H -3.206 4.197 0.209 -0.133 0.045 0.026
H -2.073 3.453 1.349 0.062 -0.012 0.044
H -4.627 2.084 0.358 0.042 -0.117 -0.028
H -3.318 1.334 1.297 -0.075 -0.060 -0.027
H -1.777 3.566 -1.810 -0.005 -0.064 -0.034
H -0.718 2.912 -3.081 -0.048 0.017 0.005
H 0.251 4.403 -0.584 -0.003 0.021 0.011
H 0.085 5.152 -2.184 0.023 0.018 -0.028
H 1.266 3.853 -1.925 0.059 0.037 0.012
H -3.447 -0.982 -2.269 0.082 -0.030 0.090
H -1.904 -1.808 -1.993 -0.071 0.102 0.096
H -2.869 -0.598 -4.635 0.001 0.013 -0.035
H -2.515 -2.305 -4.283 -0.031 -0.019 -0.023
H -1.203 -1.123 -4.337 0.026 -0.078 -0.083



57
Properties=species:S:1:pos:R:3:forces:R:3 method="wB97M-V/def2-TZVPD" e_tot_ev=-103923.7423 spin_multiplicity=1 e_above_lowest_ev=0.012 homo_ha=-0.312 largest_force_ev_per_a=0.6 homo_lumo_gap_ev=9.09
O -1.811 3.400 0.059 -0.214 0.113 -0.072
C -0.648 3.151 0.277 0.237 -0.036 0.570
C 0.004 3.389 1.651 -0.234 0.210 -0.016
O 0.788 2.289 2.059 0.278 -0.062 0.079
C 0.154 1.174 2.542 -0.121 -0.415 0.254
C -1.225 1.019 2.595 0.188 0.306 -0.127
C -1.778 -0.135 3.125 0.091 -0.226 0.166
C -0.945 -1.124 3.609 -0.203 -0.161 0.084
Br -1.696 -2.719 4.334 0.085 0.179 -0.101
C 0.432 -0.989 3.549 -0.169 0.145 0.043
C 0.998 0.148 3.000 -0.021 0.177 -0.070
C 2.494 0.286 2.832 -0.022 0.309 -0.009
N 2.951 0.274 1.452 0.020 0.334 -0.135
C 3.075 -1.010 0.797 -0.183 -0.312 -0.076
C 1.789 -1.810 0.528 0.122 0.360 -0.032
C 0.787 -1.044 -0.333 0.126 -0.239 0.146
N -0.275 -1.905 -0.822 -0.055 0.009 -0.115
C -1.205 -2.304 0.222 -0.183 -0.226 -0.135
C -2.241 -3.264 -0.361 0.207 0.023 0.353
O -2.950 -2.677 -1.426 -0.215 0.039 0.025
C -2.059 -2.266 -2.435 0.271 0.322 -0.181
C -1.026 -1.277 -1.897 -0.225 -0.222 -0.102
N 0.248 2.640 -0.599 0.497 -0.076 -0.094
C 0.068 2.245 -1.931 -0.137 -0.042 -0.283
C -1.166 2.297 -2.569 -0.130 0.105 0.128
C -1.273 1.873 -3.882 0.121 -0.054 -0.054
C -0.166 1.401 -4.566 -0.042 -0.044 -0.136
C 1.064 1.357 -3.932 0.034 -0.003 0.022
C 1.184 1.775 -2.620 -0.073 0.055 0.030
H -0.765 3.644 2.386 0.043 -0.073 -0.164
H 0.703 4.228 1.570 -0.119 -0.082 0.026
H -1.888 1.777 2.211 -0.066 0.117 -0.054
H -2.849 -0.255 3.156 -0.077 -0.017 -0.002
H 1.069 -1.775 3.929 0.069 -0.076 -0.004
H 2.805 1.246 3.258 0.004 -0.192 0.116
H 3.008 -0.516 3.365 -0.021 0.044 0.054
H 2.379 0.904 0.903 0.090 -0.006 0.053
H 3.743 -1.621 1.412 0.068 -0.001 -0.111
H 3.579 -0.822 -0.156 0.044 -0.124 0.026
H 1.333 -2.088 1.477 0.004 -0.122 -0.021
H 2.058 -2.727 0.002 -0.006 -0.080 -0.012
H 0.370 -0.190 0.233 0.049 0.002 -0.100
H 1.307 -0.648 -1.211 0.000 0.058 0.029
H -1.721 -1.425 0.650 0.053 -0.066 0.011
H -0.661 -2.815 1.016 -0.049 0.015 0.093
H -1.728 -4.173 -0.710 -0.046 0.031 0.050
H -2.982 -3.532 0.394 0.083 -0.028 -0.004
H -1.535 -3.140 -2.850 -0.038 0.066 -0.016
H -2.666 -1.800 -3.212 0.072 -0.035 -0.014
H -1.545 -0.366 -1.549 0.029 -0.032 -0.036
H -0.338 -0.998 -2.699 -0.022 0.059 -0.015
H 1.189 2.513 -0.245 -0.266 0.026 0.012
H -2.027 2.666 -2.039 -0.022 0.004 0.032
H -2.234 1.913 -4.372 -0.097 0.008 -0.036
H -0.259 1.071 -5.590 -0.007 -0.027 -0.097
H 1.935 0.994 -4.458 0.073 -0.027 -0.036
H 2.146 1.744 -2.126 0.103 -0.010 0.056